An isolated molecule of C5H9Cl in a non-equilibrium geometry. Source: the OMol25 dataset; level of theory: the ωB97M-V functional and the def2-TZVPD basis.

```
15
C5H9Cl | the OMol25 dataset | the ωB97M-V functional and the def2-TZVPD basis
C -0.496 0.355 -0.406
H -1.337 0.187 -2.360
H 2.395 -0.259 1.368
H 0.325 0.957 -2.273
H 1.870 -1.122 -0.173
H 0.946 -1.240 1.376
H -1.242 -1.449 0.654
C -0.514 0.523 -1.724
H -2.351 -0.651 -0.515
H 1.366 1.243 -0.256
H -2.047 0.081 1.092
Cl 0.400 1.716 1.805
C 1.549 -0.573 0.753
C -1.589 -0.453 0.257
C 0.724 0.685 0.401
```

Calculated values
Orbital gap = 10.72 eV
SMILES string = C=C(C)[C@H](C)Cl

These are the natural (NBO) partial charges, in e, on atoms 1 to 5: 0.006 0.200 0.223 0.195 0.224


A structure of composition C24H20Cl2MnN6O2S in a non-equilibrium geometry. Source: the OMol25 dataset; level of theory: the ωB97M-V functional and the def2-TZVPD basis.

```
56
C24H20Cl2MnN6O2S | the OMol25 dataset | the ωB97M-V functional and the def2-TZVPD basis
H 3.116 0.509 -4.832
C -6.609 -1.493 1.077
C -4.031 -0.665 0.419
N 0.161 0.717 4.467
C 0.274 2.080 2.761
C 4.765 2.286 -2.484
H 0.048 3.176 -0.977
H 0.351 2.930 2.106
C -0.984 2.845 -1.012
C -4.564 -1.818 -0.150
H -4.518 1.432 -1.064
C -6.079 -0.349 1.656
H 0.275 2.823 4.866
C -3.277 3.105 -1.599
H 1.286 -0.390 -4.162
C -4.796 0.064 1.324
H -3.964 -2.398 -0.838
C -1.983 3.617 -1.581
H 5.654 2.890 -2.363
C 3.349 0.954 -3.872
N -1.696 -2.171 0.718
H -4.384 0.960 1.774
H -7.610 -1.816 1.331
S 1.068 -2.213 0.592
C 0.157 0.010 3.318
Mn 0.277 0.072 -0.056
C 1.293 -0.040 -3.113
C -2.661 -0.210 0.073
C 4.477 1.706 -3.727
H 0.120 -1.068 3.282
H 0.971 -0.475 5.991
H -1.747 4.582 -2.005
C -2.467 1.151 -0.487
H 0.132 -4.651 1.306
H -0.805 -0.393 5.962
C -0.528 -2.776 0.887
N -1.221 1.652 -0.471
C 2.469 0.745 -2.792
O 0.342 -0.333 -2.400
H -6.662 0.224 2.366
N 0.222 0.798 2.273
C 0.243 2.047 4.121
H -6.258 -3.119 -0.278
Cl 5.566 1.966 -5.059
C -5.850 -2.224 0.173
H -1.581 -4.445 1.339
C 0.114 0.171 5.811
Cl 4.290 2.821 0.102
C 2.729 1.294 -1.506
H -4.086 3.670 -2.044
H 0.141 0.993 6.522
O 2.008 1.142 -0.464
C -3.526 1.859 -1.049
N -1.592 -0.919 0.209
C 3.924 2.089 -1.427
N -0.661 -4.039 1.395
```

Calculated values
Orbital gap (alpha / beta) = 7.14 / 7.36 eV
2S+1 = 6

These are the natural (NBO) partial charges, in e, on atoms 1 to 5: 0.221 -0.205 -0.104 -0.332 -0.079


A cluster of 9 separate species, C12H43N2O8 in total in a non-equilibrium geometry. Source: the OMol25 dataset; level of theory: the ωB97M-V functional and the def2-TZVPD basis.

```
65
C12H43N2O8 | the OMol25 dataset | the ωB97M-V functional and the def2-TZVPD basis
H 0.195 0.837 0.265
O -3.732 -1.974 -1.090
H 1.663 2.087 -1.391
H 3.224 -1.106 0.524
H -2.009 -1.687 0.021
H 3.320 1.483 -1.449
O 0.150 3.156 0.082
H -6.747 -3.157 1.529
N 1.661 -1.070 3.228
C 2.629 2.204 -1.882
H -2.074 -0.754 -1.488
H -5.666 -1.068 1.636
H 2.291 6.772 2.345
C 1.084 -0.876 0.924
O 3.760 -0.775 -2.280
H 2.002 2.539 -3.716
H -0.722 5.046 -0.183
H 2.895 0.602 2.965
H -0.155 -2.986 -3.615
C 1.959 6.162 1.508
H -1.534 -2.182 -4.378
H 1.791 -2.074 3.336
H 1.264 6.756 0.908
H -1.438 3.742 -1.157
O 1.341 5.008 2.059
O -2.758 -1.734 2.384
O -5.193 -1.817 2.009
H 3.813 -2.137 -3.868
H 2.687 0.552 0.621
H 1.502 -0.681 4.155
H -3.338 -3.171 3.790
H -3.662 -1.623 2.046
H -0.455 2.959 0.807
H 2.188 -1.762 -3.243
H -5.432 -3.047 0.325
H 0.177 4.365 -1.552
C 2.864 -0.409 2.563
C -5.674 -3.016 1.388
H 3.012 3.210 -1.688
H 2.830 5.911 0.897
O 2.586 1.918 -3.274
C -2.657 -3.033 2.947
H 3.313 -2.754 -2.291
C -0.458 -2.124 -4.205
N 0.152 -0.163 0.080
H -1.819 -2.502 -1.543
H 3.772 -0.926 2.858
H -2.843 -3.818 2.210
H 1.036 4.442 1.339
C 3.236 -1.906 -2.970
H 3.707 -0.025 -2.886
C 0.512 -0.728 2.326
H -5.154 -3.836 1.879
H -1.636 -3.151 3.316
H 0.441 -0.264 -0.892
H 0.061 -2.162 -5.165
C -0.509 4.133 -0.741
H 0.326 0.335 2.495
H -0.364 -0.190 -3.976
O -0.105 -0.958 -3.459
H -0.422 -1.238 2.565
C -2.339 -1.702 -1.019
C 2.555 -0.436 1.058
H 1.061 -1.918 0.591
H -4.160 -1.278 -0.584
```

Calculated values
Orbital gap = 9.26 eV
Total charge = +1

These are the natural (NBO) partial charges, in e, on atoms 1 to 5: 0.360 -0.727 0.170 0.255 0.186


An isolated molecule of C5H10O2. Source: the OMol25 dataset; level of theory: the ωB97M-V functional and the def2-TZVPD basis.

```
17
C5H10O2 | the OMol25 dataset | the ωB97M-V functional and the def2-TZVPD basis
C -2.282 -0.523 -0.101
C 0.108 -0.416 0.619
H 2.088 -1.089 -0.047
H 3.260 0.990 -0.357
H -2.526 0.184 0.702
H -2.979 -0.337 -0.924
C -0.853 -0.261 -0.575
H -0.121 1.537 -0.791
H 2.100 -0.215 1.455
H -0.237 0.259 1.413
O 1.560 2.039 -0.436
O -0.857 1.024 -1.154
H -0.589 -1.006 -1.348
H -0.037 -1.437 0.994
H -2.429 -1.544 0.272
C 1.624 -0.228 0.451
C 2.169 1.024 -0.176
```

Calculated values
Orbital gap = 10.63 eV
SMILES string = C[C@@H](O)CCC=O

These are the natural (NBO) partial charges, in e, on atoms 1 to 5: -0.616 -0.430 0.230 0.116 0.205


An isolated molecule of CH3NO2S in a non-equilibrium geometry. Source: the OMol25 dataset; level of theory: the ωB97M-V functional and the def2-TZVPD basis.

```
8
CH3NO2S | the OMol25 dataset | the ωB97M-V functional and the def2-TZVPD basis
O 0.042 -2.123 -0.250
N 1.112 0.361 0.557
C -1.129 0.387 -0.321
S -0.149 -0.840 0.651
H -1.279 0.180 -1.382
O -1.665 1.296 0.208
H 1.952 -0.032 0.906
H 1.117 0.771 -0.368
```

Calculated values
Orbital gap = 9.57 eV

These are the natural (NBO) partial charges, in e, on atoms 1 to 5: -0.916 -0.998 0.222 1.215 0.154


A structure of composition C14H16Ru. Source: the OMol25 dataset; level of theory: the ωB97M-V functional and the def2-TZVPD basis.

```
31
C14H16Ru | the OMol25 dataset | the ωB97M-V functional and the def2-TZVPD basis
H -2.256 3.599 -0.959
Ru 0.111 0.175 0.250
H 2.835 -3.788 0.028
H -3.098 2.216 -1.823
H 0.977 -1.775 -2.667
H 1.107 0.706 -2.610
C 1.845 -2.026 -0.666
C 2.511 0.093 0.479
H 3.008 0.587 1.311
H 1.160 -3.979 -0.430
H 2.441 1.843 -0.826
C 1.354 -1.275 -1.777
C -0.959 1.334 2.191
C -2.417 0.283 -0.040
C 2.115 -3.446 -0.721
C -2.778 2.643 -0.872
H -2.333 -1.603 0.989
H -3.739 2.915 -0.346
H -0.402 1.722 3.042
H 2.337 -1.801 1.498
C 2.168 -1.263 0.568
H -2.999 -0.106 -0.870
C 2.170 0.796 -0.708
C -2.191 1.709 0.051
H 2.306 -3.806 -1.737
C 1.425 0.134 -1.743
C -2.044 -0.555 1.002
H -1.117 3.251 1.222
C -1.224 -0.056 2.088
C -1.371 2.195 1.177
H -0.940 -0.722 2.898
```

Calculated values
Orbital gap (alpha / beta) = 6.16 / 5.58 eV
2S+1 = 5
Total charge = +4

These are the Löwdin partial charges, in e, on atoms 1 to 5: 0.143 1.412 0.150 0.141 0.177


A structure of composition C17H19IrN2OS6Si. Source: the OMol25 dataset; level of theory: the ωB97M-V functional and the def2-TZVPD basis.

```
47
C17H19IrN2OS6Si | the OMol25 dataset | the ωB97M-V functional and the def2-TZVPD basis
S -1.214 -1.510 -1.705
H 0.806 -2.928 4.112
O 1.573 0.118 1.621
C 0.063 -2.740 3.347
C -1.123 -3.444 3.315
S 2.099 -3.774 -5.990
H -4.448 6.106 0.525
C -1.994 3.022 2.715
C -3.997 4.158 -2.073
S 1.493 0.035 -1.566
H -3.532 3.379 -2.679
S -1.147 1.905 -1.515
H -3.890 7.148 -0.780
C 1.242 -1.218 -2.759
S -0.053 -3.092 -4.055
S 2.449 -1.657 -3.933
H -0.820 4.764 -2.470
H -1.521 6.386 -2.528
C -2.040 -3.152 2.316
C 0.085 -1.876 -2.818
C -2.225 3.722 0.391
C 1.528 -2.887 -4.737
H -2.876 6.913 0.640
H -2.886 4.858 2.080
C -1.398 1.858 2.289
C -3.566 6.411 -0.042
H -4.813 3.701 -1.508
H -2.988 -3.667 2.246
C -1.715 -2.188 1.386
H -1.334 -4.203 4.056
H -1.050 1.095 2.974
H 2.443 0.289 1.246
N -1.221 1.607 0.990
H 2.413 -1.708 2.126
C 1.621 -1.021 2.441
Si -2.761 4.969 -0.928
N -0.562 -1.502 1.410
H -0.483 5.917 -1.178
C 0.311 -1.768 2.383
Ir -0.405 0.107 -0.297
C -1.600 2.514 0.055
H -2.134 3.211 3.769
H -2.391 -1.954 0.577
H -4.431 4.900 -2.747
C -2.409 3.941 1.749
H 1.817 -0.743 3.482
C -1.254 5.560 -1.864
```

Calculated values
Orbital gap = 5.70 eV

These are the natural (NBO) partial charges, in e, on atoms 1 to 5: -0.011 0.224 -0.722 -0.250 -0.138


A cluster of 3 separate species, C16H37N3O6 in total in a non-equilibrium geometry. Source: the OMol25 dataset; level of theory: the ωB97M-V functional and the def2-TZVPD basis.

```
62
C16H37N3O6 | the OMol25 dataset | the ωB97M-V functional and the def2-TZVPD basis
H -2.611 1.639 1.526
H -3.995 2.264 7.141
C 2.350 -3.850 -4.206
C -4.834 0.567 5.339
C 2.893 2.770 -2.593
H -2.386 1.540 7.337
H 1.117 3.086 -1.641
H -2.805 2.319 5.802
C -4.508 0.178 3.889
O -0.893 -0.124 2.590
H 3.489 -4.365 -6.121
H 0.124 -0.597 4.299
C -2.137 -0.414 1.951
C 2.584 -4.832 -5.497
H 1.988 -1.629 -3.783
H 1.705 2.883 -4.432
H 3.549 2.240 0.180
C 2.185 2.127 -3.796
H 3.725 3.385 -2.951
C 1.195 1.224 0.248
H 0.333 -2.594 -4.369
H 1.658 -4.961 -6.200
H -0.255 1.727 -4.640
H 0.461 1.555 -0.489
H 2.936 1.614 -4.406
C 2.810 2.973 0.519
O 0.688 -6.869 -4.502
H -1.888 -0.627 0.903
H 3.298 1.964 -1.975
H 2.020 0.698 -0.242
N -3.664 1.192 3.245
H -0.394 2.312 -2.952
H 2.970 -4.105 -3.220
O 1.263 1.124 -3.352
C 1.928 -6.620 -4.042
H 3.431 4.638 -0.722
C -0.893 -0.333 3.997
O -3.663 0.461 6.158
C 1.482 -2.643 -4.150
H 1.786 4.755 -0.113
C -3.127 0.769 1.948
N 2.149 -6.806 -2.527
C -3.199 1.720 6.627
H -1.153 0.594 4.512
N 1.969 3.610 -1.822
C -0.094 1.476 -3.589
H 3.265 3.478 1.381
H 2.139 -5.883 -2.035
H -5.441 0.074 3.325
O 3.019 -6.164 -4.964
H -4.006 -0.793 3.909
O 1.639 2.330 1.023
H -5.292 1.564 5.395
H -0.718 0.613 -3.338
H -5.560 -0.150 5.736
H -2.578 -1.335 2.344
H 0.689 0.523 0.917
H -1.563 -1.142 4.300
H -3.960 0.541 1.272
C 2.518 4.058 -0.539
H 3.148 -7.166 -2.461
H -2.885 1.414 3.859
```

Calculated values
Orbital gap = 8.50 eV
SMILES string = C=CCOC(N)=O.COCCNCCOC.COCCNCCOC

These are the natural (NBO) partial charges, in e, on atoms 1 to 5: 0.205 0.172 -0.247 -0.072 -0.242


In kcal/mol, the ΔE to the lowest compared entry with this formula, charge and spin values for the records above are, in order, 8.84; 6.41; 5.40; 31.21; 37.25; 0.00; 44.11; 167.41.